ORCA calculation (ωB97M-V with the def2-TZVPD basis set) on a molecular structure, C5H13N2S.

Geometry as ORCA input:
```
! wB97M-V def2-TZVPD RIJCOSX def2/J DEFGRID3
* xyz 1 1
C 2.0350 0.3144 0.0720
C 1.2470 1.1568 -0.9978
C 1.0373 -0.9883 0.3031
C -0.0964 1.2732 -0.5667
C -2.6945 -1.4741 -0.8694
N -0.2165 -0.5696 -0.2332
N -0.4008 1.7164 0.6189
S -0.9060 -1.7294 -1.2320
H 3.0127 -0.0376 -0.4314
H 2.2744 0.7848 0.9406
H 1.7382 2.1522 -1.1642
H 1.3479 0.5898 -1.9351
H 1.3524 -1.8190 -0.2255
H 0.8432 -1.2859 1.4378
H -0.8309 1.3278 -1.3354
H -3.0889 -2.4364 -0.7174
H -3.2727 -1.0190 -1.7664
H -2.6266 -0.9082 0.0509
H -1.0301 -1.2272 -2.6688
H -1.2832 2.1492 0.6868
H 0.2370 1.5588 1.3719
*
```

Results
Energy above the lowest of the compared OMol25 structures with the same formula, charge and spin, kJ/mol: 318.36
Kohn-Sham gap, eV: 9.7